DFT (ωB97M-V/def2-TZVPD) results for C23H54MnN12S as an isolated structure.

Results
<S²> ... 6.10
2S+1 ... 5
Net charge ... +3
ΔE to the lowest compared entry with this formula, charge and spin ... 0.0 kJ/mol

Structure (XYZ):
```
91
Properties=species:S:1:pos:R:3:lowdin_charge:R:1
C 0.766 -0.497 -3.117 -0.172
N 1.944 0.081 0.608 0.007
H -4.721 2.338 -0.718 0.162
H -3.339 -4.406 1.966 0.099
H 1.360 1.580 -5.523 0.103
C 2.589 1.234 4.060 0.007
H -2.116 1.865 -4.027 0.070
H 0.167 0.510 3.942 0.105
H 1.221 3.267 -5.005 0.097
H 1.265 -2.571 -3.226 0.155
H 2.448 2.307 4.193 0.110
C -3.047 1.279 -0.487 -0.726
H 5.309 -0.461 2.871 0.099
H 2.089 2.108 -3.999 0.099
H -1.381 3.220 -4.905 0.094
C 4.837 -0.450 1.884 -0.029
C 2.632 -1.553 -1.049 -0.107
C 2.572 0.502 1.706 -0.356
H -0.342 -2.255 -2.574 0.121
H -0.350 4.813 -1.542 0.104
C 0.688 -1.896 -2.590 -0.147
C 0.069 1.709 -2.571 -0.375
H 0.118 -3.752 -1.105 0.132
H 2.492 0.570 -1.358 0.098
H 1.342 -2.591 1.433 0.116
C 0.673 2.863 -0.462 -0.034
H 4.280 -1.382 1.772 0.091
H -4.672 -1.053 0.982 0.088
H 1.818 -3.903 -0.650 0.146
H -2.371 0.226 -2.087 0.069
N -1.796 -3.070 2.504 -0.111
Mn -0.003 -0.488 -0.274 0.782
C 4.503 2.036 1.819 -0.031
H -3.958 -1.676 2.470 0.101
N -3.999 2.083 -0.059 -0.011
C 1.227 2.230 -4.656 -0.026
C 0.520 -3.021 0.855 -0.178
C -2.795 -4.093 2.851 -0.001
H -3.802 1.147 -2.395 0.136
C -1.789 -2.435 1.326 -0.404
C -4.188 -1.917 1.436 -0.023
H 0.023 1.702 2.644 0.083
H -3.032 -3.255 -1.129 0.113
H 1.447 3.631 -0.518 0.115
H 3.647 1.015 4.016 0.085
H 5.144 2.141 2.700 0.099
H 5.632 -0.434 1.134 0.100
H -5.067 3.173 1.349 0.107
N -0.012 1.895 -3.947 -0.211
H 3.703 2.774 1.898 0.095
H 0.207 -0.437 -4.047 0.135
H -4.883 -2.755 1.405 0.106
C 0.933 -3.271 -0.568 -0.129
N -0.616 -2.085 0.741 -0.064
N -3.072 0.866 -1.757 0.141
N 0.036 2.783 -1.781 -0.076
H 0.444 4.426 -3.072 0.106
H -2.259 -1.671 -1.247 0.027
C -3.052 -2.228 -0.759 -0.023
N 1.909 0.764 2.843 -0.092
H 1.140 1.924 -0.198 0.032
H -2.268 -4.958 3.252 0.109
H 2.162 0.719 4.920 0.102
H -0.034 3.143 0.315 0.080
H 3.149 -1.716 -1.996 0.147
C 0.461 0.740 2.920 -0.066
C -0.771 -2.848 3.528 -0.007
H -3.311 3.370 1.479 0.093
H 0.062 -0.034 2.273 -0.001
C -1.266 2.166 -4.642 -0.037
H -1.307 1.585 -5.565 0.102
H 0.224 -3.954 1.333 0.135
H -3.492 -3.734 3.607 0.105
N 0.256 0.467 -2.102 -0.007
C -0.309 4.095 -2.357 0.012
H -0.169 -3.744 3.677 0.107
H 3.841 0.056 -0.371 0.121
N 1.191 -1.941 -1.194 -0.211
N -2.947 -2.186 0.700 -0.140
H -0.128 -2.022 3.247 0.067
C 2.790 -0.126 -0.573 -0.192
H 3.073 -2.220 -0.310 0.124
N 3.941 0.689 1.725 -0.228
C -4.113 2.658 1.292 -0.045
H -1.263 -2.607 4.470 0.112
H -4.088 1.873 2.044 0.079
H 5.102 2.277 0.938 0.097
H -4.003 -1.786 -1.047 0.098
S -1.837 0.758 0.632 0.828
H -1.280 4.076 -2.839 0.087
H 1.803 -0.255 -3.361 0.122
```

---

DFT (ωB97M-V/def2-TZVPD) results for C23H55BBr2FO6 as an isolated structure.

Results
Net charge ... -1
Electronic energy ... -6633.586910 Eh

Structure (XYZ):
```
88
Properties=species:S:1:pos:R:3:lowdin_charge:R:1
Br -2.005 1.338 -4.891 0.636
O 0.520 0.586 3.583 -0.045
H -0.091 1.808 0.850 0.059
C 5.861 1.424 -4.163 -0.503
H -7.014 -2.164 -2.859 0.075
H 1.307 3.986 -2.668 0.124
H -2.235 1.920 0.023 0.060
C 1.580 -2.232 7.891 -0.509
H 1.294 2.196 5.563 0.077
C 2.049 2.234 -1.762 -0.032
C -5.967 -1.864 -2.947 -0.057
H 4.404 0.764 -5.614 0.085
H -6.195 -4.448 -1.950 0.074
H 5.945 2.840 -5.791 0.080
O 0.269 -2.113 -0.788 -0.032
H -0.321 3.282 -1.016 0.096
H -0.973 -1.084 -3.727 0.097
H 3.041 2.608 -1.996 0.048
H 0.298 -3.944 7.609 0.080
H 0.364 0.365 -0.044 0.054
H -0.969 3.695 -2.573 0.067
H 2.965 -0.714 8.553 0.077
H 1.699 0.537 6.011 0.071
H 7.371 1.794 -5.683 0.073
C 2.570 -1.669 8.899 -0.060
H -0.750 0.288 1.356 0.047
H 1.876 -0.832 -2.763 0.064
H 1.233 -0.057 3.667 0.095
C -3.629 2.643 -2.879 -0.751
H -0.321 -2.798 -0.486 0.076
C -0.461 0.850 0.469 -0.123
H 1.384 -2.037 -3.929 0.081
Br -3.438 4.101 -4.195 0.583
H 4.593 -0.322 -4.242 0.077
H -1.789 -1.043 -2.173 0.090
H 0.390 1.386 6.856 0.075
H -4.613 2.247 -3.128 0.064
F 1.065 2.463 -3.922 -0.060
C 0.994 2.933 -2.601 -0.393
H 0.768 -1.519 7.744 0.120
H -3.199 0.568 -2.895 0.053
H -3.956 2.525 -0.768 0.073
H 6.553 0.972 -3.449 0.134
C 5.136 0.327 -4.929 -0.057
H 7.146 3.123 -4.530 0.074
C -0.421 2.909 -2.041 -0.064
C 1.496 -1.848 -2.858 -0.043
C -1.671 1.112 -0.448 -0.166
H -4.544 -4.571 -1.314 0.076
C -0.110 0.717 4.847 -0.493
H -0.324 -2.921 -2.589 0.131
O 4.939 2.164 -3.375 -0.060
H 2.103 -1.520 9.874 0.079
O 2.197 -2.367 6.612 -0.061
H 0.493 -3.469 9.305 0.079
H -2.333 0.235 -0.397 0.083
C 0.873 1.243 5.886 -0.063
C -5.098 -2.572 -1.918 -0.497
H 1.980 1.154 -1.847 0.064
C 1.005 -3.564 8.346 -0.060
C -0.815 -0.887 -2.646 -0.259
H 4.292 2.573 -3.962 0.088
C 0.136 -1.996 -2.209 -0.399
C -0.709 -0.612 5.284 -0.062
H -5.624 -2.099 -3.958 0.083
B -1.247 1.465 -2.014 -0.803
H 0.084 -1.358 5.392 0.064
C 6.632 2.346 -5.098 -0.069
H 1.803 -4.305 8.453 0.080
C -3.745 3.287 -1.513 -0.173
O -0.308 0.394 -2.505 -0.109
H -4.806 -4.389 -3.049 0.079
H -4.590 3.980 -1.528 0.060
H -3.424 -2.356 -2.893 0.090
C -2.598 1.472 -2.990 -0.534
C -5.171 -4.086 -2.063 -0.067
H 3.415 -2.352 9.024 0.080
H -1.230 -0.517 6.240 0.075
H -5.423 -2.289 -0.915 0.138
H -1.413 -0.981 4.538 0.081
O -3.753 -2.123 -2.016 -0.062
H -0.908 1.447 4.697 0.139
H 1.853 2.477 -0.716 0.078
H 2.924 -2.993 6.696 0.087
H 2.219 -2.565 -2.470 0.072
H 5.834 -0.280 -5.510 0.074
H -2.865 3.863 -1.242 0.070
H -5.901 -0.784 -2.821 0.076
```

---

DFT (ωB97M-V/def2-TZVPD) results for C23H55BF3N3O10S4Ta as an isolated structure.

Results
Net charge ... -1
Electronic energy ... -3799.913344 Eh

Structure (XYZ):
```
100
Properties=species:S:1:pos:R:3:lowdin_charge:R:1
S -0.248 -9.130 5.483 0.816
O -1.793 6.114 -0.136 -0.550
H -1.793 3.028 2.221 0.044
H 1.824 -9.409 6.640 0.058
H -1.167 4.233 1.077 -0.011
H -0.161 7.859 -1.763 0.044
H 0.249 3.756 -3.273 0.112
H 2.030 3.827 3.774 0.001
H 0.847 -10.583 3.930 0.051
H 3.783 -5.098 -6.814 0.045
O -2.625 8.012 -2.922 -0.563
C 1.435 1.238 -3.823 -0.102
H 1.586 -4.778 5.991 0.085
H 1.765 2.752 0.247 0.047
H -0.939 3.933 -1.177 0.020
H 0.939 -3.063 2.170 0.094
C 0.038 -3.428 5.369 -0.428
H 1.070 -0.694 3.506 0.114
S -3.165 6.993 -3.861 0.812
H -5.288 7.123 -2.775 0.057
C -2.619 -0.020 -2.921 -0.120
S -0.583 6.851 0.318 0.811
H 1.236 2.964 -2.057 0.093
N -1.991 -0.931 -1.967 -0.184
H -2.989 -0.568 -3.799 0.076
C -3.071 5.427 -2.990 -0.271
H -0.053 -5.504 5.970 0.042
H -2.620 1.408 0.098 -0.074
C 4.179 -4.347 -6.133 -0.276
O 2.333 1.076 -0.803 -0.221
H -3.475 0.510 -2.483 0.072
C 1.230 0.391 -5.079 -0.572
C 0.209 3.491 2.464 -0.313
H 1.867 1.321 1.236 0.046
H -0.967 -3.747 3.505 0.124
H -5.403 6.334 -4.383 0.049
C 0.844 -9.881 6.697 -0.275
C 0.772 -9.502 4.052 -0.271
H -1.835 2.799 -2.155 0.033
C -0.411 8.256 -0.782 -0.279
H -3.422 -2.345 -1.320 0.075
H 0.487 -4.724 3.701 0.113
H -1.362 8.782 -0.845 0.046
O -0.164 -7.662 5.690 -0.549
H -3.527 5.534 -2.006 0.058
H 0.284 -9.067 3.183 0.051
C -2.935 -1.425 -0.970 -0.136
H 5.557 -3.493 -3.857 0.057
O -0.778 0.256 1.758 -0.400
H -2.430 -1.668 -0.032 0.060
H -0.657 -1.770 1.270 0.103
F -0.044 0.208 -5.421 0.156
H 3.779 -3.366 -6.391 0.051
H 0.382 8.919 -0.436 0.051
C -0.894 2.921 -1.605 -0.335
H 1.890 0.586 -3.072 0.108
C 4.490 -3.435 -3.646 -0.265
O 0.394 -1.094 -1.740 0.065
H 0.401 -4.383 7.264 0.075
H -1.299 -2.685 6.599 0.083
H 4.314 -3.544 -2.578 0.053
H 0.120 -1.782 -2.369 0.095
S 3.647 -4.785 -4.474 0.797
H -0.564 -1.317 3.781 0.117
O -1.307 -3.068 5.717 -0.055
H -0.248 8.431 2.076 0.050
O 4.363 -6.038 -4.111 -0.567
H -1.905 0.718 -3.285 0.053
C 1.160 3.660 3.177 0.042
H 0.406 -9.711 7.678 0.047
C -4.955 7.148 -3.813 -0.278
C 0.274 2.896 -2.578 -0.300
H 5.268 -4.344 -6.173 0.055
H -3.569 4.654 -3.577 0.059
O 4.321 0.736 -1.398 0.002
N 0.887 -2.754 3.135 -0.068
H 2.110 2.064 -4.066 0.142
C -0.936 3.303 1.589 -0.343
H 0.918 -10.952 6.506 0.050
H 4.075 -2.486 -3.986 0.048
H 1.757 -9.056 4.185 0.059
C 0.527 -4.608 6.199 -0.059
C 1.535 1.677 0.253 -0.305
Ta -0.765 1.477 0.147 1.798
N 3.639 0.952 -0.456 -0.074
B -0.721 -0.385 -1.363 -0.638
F 1.765 -0.842 -4.911 0.104
C -1.065 7.774 1.780 -0.263
C 0.073 -3.725 3.866 -0.195
H -2.019 5.177 -2.867 0.029
C 0.315 -1.395 3.134 -0.203
H -1.260 7.048 2.568 0.050
H 0.691 -2.564 5.541 0.134
C -0.066 -0.958 1.717 -0.345
F 1.858 0.906 -6.161 0.111
H -5.216 8.103 -4.266 0.042
H -3.723 -0.696 -0.745 0.059
O 0.194 1.698 -3.360 -0.169
H 0.871 -0.863 1.150 0.100
H -1.966 8.347 1.561 0.056
```

---

DFT (ωB97M-V/def2-TZVPD) results for a 7-piece molecular cluster, C23H55BrNO19PS overall.

Results
Net charge ... -2
ΔE to the lowest compared entry with this formula, charge and spin ... 0.0 kJ/mol

Structure (XYZ):
```
101
Properties=species:S:1:pos:R:3:lowdin_charge:R:1
C 4.422 1.414 2.010 -0.242
H 3.287 -1.767 -6.221 0.117
O -3.455 5.072 -0.241 -0.201
P -2.754 3.826 -0.929 0.303
H -5.481 0.577 -1.448 0.113
C -4.858 2.499 0.167 -0.701
H 2.785 -5.465 -3.288 0.112
H 0.015 0.988 -2.794 0.113
O 0.183 0.199 -0.215 -0.195
H -2.464 0.075 0.474 0.035
H -2.620 6.512 2.453 0.122
O 2.044 -5.387 -0.013 -0.065
C -0.976 -2.424 6.371 -0.248
H -0.078 -1.576 -1.120 0.119
H 6.085 1.285 4.067 0.083
H 2.190 0.413 0.239 0.063
O -1.579 -4.291 4.966 -0.070
O -4.147 2.421 1.205 -0.093
O -2.301 4.422 -2.352 -0.209
H 5.311 1.082 -1.052 0.109
C 0.372 -0.611 -1.360 -0.223
H -2.002 1.904 -2.709 0.088
H 0.868 -1.402 -5.658 0.101
C -3.121 6.252 4.526 -0.251
H 5.199 -1.277 -0.289 0.094
H 1.442 -0.797 -1.522 0.094
H 5.872 0.525 -2.648 0.121
O -6.087 2.514 0.085 0.003
O 0.956 -2.077 -4.976 -0.071
H 3.337 0.748 3.737 0.129
C -1.805 -0.238 -2.646 -0.143
O 5.326 0.697 4.131 -0.078
H 3.226 -4.224 -1.173 0.123
H 4.984 -1.957 -2.590 0.037
Br -3.236 -0.807 2.662 0.572
H -3.984 6.001 5.142 0.118
H -2.684 -1.699 0.407 0.039
C -1.075 -3.928 6.238 -0.269
H 3.375 -0.019 -1.455 0.048
O 1.015 -4.759 -2.569 -0.066
H -3.494 4.321 3.064 0.094
H 1.453 -3.501 -6.419 0.120
H 1.442 1.752 -0.719 0.080
H 3.926 -3.372 -5.791 0.118
O 4.586 0.111 1.470 -0.083
H 1.050 1.545 0.990 0.062
C -4.506 -0.576 0.079 -0.256
H -4.362 -0.583 -2.068 0.114
O 5.793 -2.092 -2.078 -0.081
H 2.726 -1.723 -3.874 0.075
C -4.941 3.012 -2.370 -0.687
C 1.286 1.015 0.073 -0.177
C 2.901 -5.262 -1.149 -0.234
H -0.095 -4.396 6.350 0.114
H 1.855 -6.321 0.120 0.086
H -2.243 -3.630 4.725 0.073
H 0.161 -0.645 -3.415 0.073
H -1.326 5.503 4.355 0.086
C 2.144 -5.600 -2.415 -0.257
H 5.319 2.009 1.784 0.117
C 5.281 0.258 -1.771 -0.232
C -4.490 0.162 -1.283 -0.181
H 4.080 2.351 3.926 0.121
H -0.332 -2.020 5.591 0.127
H -3.668 4.829 0.677 0.029
H -1.341 4.305 -2.347 0.028
O 3.542 -2.124 -4.208 -0.080
H 3.779 -5.907 -1.034 0.117
C -3.128 -0.752 0.693 -0.586
C -0.276 -0.045 -2.614 -0.156
O -2.256 -1.836 6.177 -0.081
O -5.201 4.238 -2.345 -0.060
H -5.200 -0.120 0.777 0.078
C -2.664 1.052 -2.587 -0.189
H 5.099 -0.387 2.119 0.084
O 3.945 0.066 -2.229 -0.070
O -5.272 2.170 -3.236 -0.060
H -4.276 7.015 2.876 0.122
C 5.816 -1.012 -1.147 -0.251
O -4.011 5.019 2.639 -0.067
H -2.807 -2.057 6.934 0.087
H -2.735 7.234 4.830 0.108
H -4.907 -1.576 -0.117 0.095
S -1.175 3.320 0.115 0.276
H -2.057 -0.746 -3.576 0.097
C -4.025 2.515 -1.187 -0.326
N -3.455 1.179 -1.378 -0.116
C 1.796 -3.123 -5.449 -0.229
H 6.848 -0.876 -0.817 0.117
H 3.563 1.873 1.520 0.112
C 3.213 -2.597 -5.504 -0.236
H -0.572 -2.141 7.351 0.113
C -3.505 6.265 3.061 -0.254
H 0.648 -4.626 -1.685 0.086
O -2.145 5.242 4.787 -0.072
H -1.746 -4.322 7.018 0.110
H -2.070 -0.926 -1.846 0.089
H 1.730 -3.917 -4.709 0.093
C 4.214 1.350 3.506 -0.227
H -3.309 1.027 -3.468 0.103
H 1.807 -6.647 -2.381 0.114
```

---

DFT (ωB97M-V/def2-TZVPD) results for a 3-piece molecular cluster, C23H55N2O15P3S overall.

Results
Net charge ... 0
Electronic energy ... -3569.308147 Eh

Structure (XYZ):
```
99
Properties=species:S:1:pos:R:3:lowdin_charge:R:1
H 0.022 0.972 3.381 0.122
O -5.456 0.308 8.435 -0.223
O -0.616 -2.006 -6.684 -0.142
H -6.627 4.123 5.546 0.090
C -1.537 -0.389 2.372 -0.112
H -2.593 2.808 7.974 0.078
C -3.306 2.442 8.719 -0.075
H -1.349 -1.366 -3.555 0.078
H -1.259 0.606 -7.879 0.109
H 4.885 -0.468 -2.677 0.051
H -7.572 -1.048 5.340 0.065
O -5.101 2.238 7.118 -0.242
C 2.672 -1.862 1.381 -0.160
O 7.430 2.892 -1.010 -0.235
P -6.077 0.886 7.140 0.747
H 5.873 0.042 -4.048 0.092
N -1.046 -2.247 -7.939 -0.117
C -6.655 -1.477 4.922 -0.089
P -1.554 -3.587 -4.179 0.423
H 4.060 3.990 -0.754 0.073
H -0.498 1.514 1.648 0.132
C 2.166 -3.010 -0.721 -0.154
N 0.120 -3.686 -4.797 -0.112
H 2.615 -1.805 -2.617 0.122
H -0.354 -1.893 -8.661 0.138
H 6.840 -1.040 -1.341 0.109
H -8.293 4.506 6.051 0.079
H -3.242 -2.073 -7.876 0.112
H 8.121 2.910 0.940 0.107
H 9.331 1.076 -0.220 0.064
H 3.601 -1.169 1.588 0.131
O -6.771 1.532 5.693 -0.218
C -3.497 1.052 -8.182 -0.147
O 0.958 -0.049 1.629 -0.211
P 6.399 1.613 -0.795 0.746
C -7.459 3.812 6.185 -0.079
C 8.485 3.060 -0.083 -0.310
H -3.033 2.849 9.695 0.077
C 7.009 -0.517 -2.287 -0.305
O -5.145 -0.029 6.122 -0.239
H 7.890 -0.964 -2.760 0.119
O 5.338 2.024 -2.013 -0.239
O -1.623 -4.660 -2.777 -0.283
H -2.345 0.001 -6.435 0.103
H -2.353 -5.332 -2.973 0.068
H -4.225 1.371 -7.295 0.079
H 9.923 2.195 -1.445 0.084
S -2.813 -4.349 -5.511 0.276
H -4.143 0.509 -9.002 0.073
C -0.195 0.565 2.305 -0.244
H 2.424 3.518 -1.258 0.076
C 9.628 2.115 -0.394 -0.090
O 5.576 2.299 0.322 -0.222
H 8.831 4.093 -0.165 0.119
C 1.434 -1.258 2.328 -0.169
C 2.772 -2.931 -2.277 -0.157
O 0.911 -3.801 -7.190 0.022
H 1.907 -1.061 3.380 0.136
C 3.942 2.059 -1.751 -0.315
C 1.081 -2.956 -3.885 -0.214
H -3.059 2.060 -8.619 0.075
H 3.932 -3.149 -2.263 0.138
H 10.495 2.334 0.236 0.076
H -5.782 -1.851 6.866 0.107
H 1.011 -3.225 -0.852 0.137
H 0.500 -2.396 -3.009 0.133
H -5.434 2.622 9.138 0.105
H 2.697 -3.918 -0.209 0.133
H -6.853 -2.520 4.659 0.077
H 3.430 1.645 -2.626 0.111
O -2.105 -1.965 -3.832 -0.250
H -3.193 1.354 8.750 0.073
H 5.758 -1.682 -3.611 0.076
O 2.051 -3.871 -3.198 -0.158
H -2.462 0.091 1.840 0.075
C 5.817 -0.665 -3.215 -0.081
O 7.320 0.845 -2.043 -0.216
H -2.435 -1.332 -9.424 0.134
H 3.684 1.418 -0.901 0.103
H 0.649 -2.122 2.409 0.120
H 2.964 -2.942 1.721 0.129
C -2.277 0.083 -7.611 -0.233
C -5.514 -1.379 5.915 -0.310
H -1.364 -1.459 1.874 0.082
H -7.126 3.896 7.224 0.063
H -8.452 2.380 4.937 0.118
H -8.541 1.994 6.659 0.109
C -4.719 2.852 8.341 -0.319
H 1.717 -2.236 -4.557 0.162
H -4.639 -1.900 5.519 0.117
O 2.329 -1.718 -0.040 -0.203
H 3.619 4.075 -2.449 0.078
C 0.176 -3.196 -6.228 -0.286
H -6.425 -0.918 4.009 0.083
C -7.887 2.389 5.875 -0.309
H -4.750 3.936 8.191 0.113
C -2.326 -1.446 -8.248 -0.173
C 3.480 3.490 -1.535 -0.072
H -1.791 -0.516 3.524 0.083
```